The following is a quantum chemistry calculation of a single C6H12N2O molecule in a non-equilibrium geometry, from OMol25.

Cartesian coordinates (Å):
C: 0.376 0.775 0.488
C: -0.713 -0.361 0.238
C: -1.185 2.587 -0.498
C: 0.034 -2.780 0.744
C: -0.153 1.522 -0.769
C: 0.221 -1.587 -0.146
N: 1.792 0.697 0.446
N: 0.848 -1.714 -1.226
O: 0.472 1.467 -1.816
H: 0.060 1.291 1.400
H: 2.173 -0.014 1.058
H: 2.132 0.626 -0.510
H: 0.976 -0.858 -1.762
H: -1.540 -0.373 -0.472
H: -1.145 -0.622 1.205
H: -1.657 2.886 -1.431
H: -1.939 2.244 0.208
H: -0.687 3.453 -0.062
H: 0.327 -2.538 1.767
H: 0.621 -3.618 0.379
H: -1.012 -3.085 0.757

Values from the calculation:
E, eV: -11442.78952
ΔE to the lowest compared entry with this formula, charge and spin, kJ/mol: 181.5
E_LUMO, eV: 0.744
Frontier orbital gap, Ha: 0.3626
Net charge: 0
F_max, eV/Å: 4.76
Molar mass, Da: 128.17


The following is a quantum chemistry calculation of a molecular structure, CH3NO2S3 in a non-equilibrium geometry, from OMol25.

Cartesian coordinates (Å):
C: -1.419 -1.692 2.135
N: -0.388 -0.550 0.375
O: -1.942 -0.728 2.393
O: -0.940 -2.715 2.106
S: 0.754 -1.410 -0.707
S: -1.844 0.003 -0.546
S: 0.574 0.711 1.068
H: 0.016 -2.504 -0.715
H: -1.195 0.816 -1.300
H: -0.353 0.930 1.908

Values from the calculation:
E, eV: -39174.76497
ΔE to the lowest compared entry with this formula, charge and spin, kJ/mol: 9.4
E_LUMO, eV: -0.221
Frontier orbital gap, Ha: 0.3320
Net charge: 0
F_max, eV/Å: 4.68
Molar mass, Da: 157.24


The following is a quantum chemistry calculation of a molecular structure, C2H2CeO2 in a non-equilibrium geometry, from OMol25.

Cartesian coordinates (Å):
O: -0.643 -1.452 -0.204
C: 0.107 -0.299 0.100
C: -0.545 0.889 0.136
O: -1.731 1.207 -0.197
H: -0.234 -2.155 0.327
Ce: 2.617 -0.011 -0.181
H: 0.428 1.822 0.019

Values from the calculation:
2S+1: 3
E, eV: -19122.14645
E_LUMO (spin up / spin down), eV: -0.976 / -1.772
Frontier orbital gap (spin up / spin down), Ha: 0.1957 / 0.1723
Net charge: 0
F_max, eV/Å: 4.93
Molar mass, Da: 198.15


The following is a quantum chemistry calculation of a molecular structure, C4H8O in a non-equilibrium geometry, from OMol25.

Cartesian coordinates (Å):
C: 0.054 -0.002 0.056
C: 0.775 0.364 -1.095
C: 0.880 0.053 1.195
C: -0.986 -1.094 -0.044
O: -1.015 1.423 -0.261
H: -0.508 2.154 0.118
H: 0.594 -0.096 -2.060
H: 1.561 1.103 -1.026
H: 0.689 -0.571 2.058
H: 1.701 0.755 1.252
H: -0.505 -2.072 -0.124
H: -1.617 -1.085 0.843
H: -1.623 -0.932 -0.912

Values from the calculation:
E, eV: -6320.73088
ΔE to the lowest compared entry with this formula, charge and spin, kJ/mol: 428.1
E_LUMO (spin up / spin down), eV: -0.078 / -0.644
Frontier orbital gap (spin up / spin down), Ha: 0.3065 / 0.2712
Net charge: 0
F_max, eV/Å: 1.60
Molar mass, Da: 72.11


The following is a quantum chemistry calculation of a gas-phase ion, C5H10NO (charge -1) in a non-equilibrium geometry, from OMol25.

Cartesian coordinates (Å):
C: 0.570 -0.594 0.264
C: 0.334 -0.484 -1.336
C: -0.992 -1.045 -1.584
C: -2.041 -0.222 -1.558
N: 0.182 0.672 0.931
C: 0.949 1.125 2.291
O: 1.897 0.214 2.441
H: 1.733 -0.568 0.260
H: 0.057 -1.389 0.709
H: 1.211 -1.127 -1.665
H: 0.546 0.596 -1.706
H: -1.209 -2.144 -1.693
H: -3.086 -0.503 -1.540
H: -1.884 0.803 -1.351
H: 0.314 1.457 0.331
H: 1.402 2.110 2.180
H: 0.017 1.098 3.028

Values from the calculation:
E, eV: -8881.94465
ΔE to the lowest compared entry with this formula, charge and spin, kJ/mol: 209.7
E_LUMO, eV: 3.990
Frontier orbital gap, Ha: 0.2354
Net charge: -1
F_max, eV/Å: 6.12
Molar mass, Da: 100.14


The following is a quantum chemistry calculation of a molecular structure, C34H45As2O9OsS8 in a non-equilibrium geometry, from OMol25.

Cartesian coordinates (Å):
Os: 0.381 1.386 -0.113
C: -0.201 4.611 -0.666
C: 0.318 4.117 -2.020
S: 1.172 2.490 -2.031
C: 2.936 3.007 -1.846
C: 3.775 2.214 -0.852
S: 2.967 1.620 0.671
C: 2.853 3.151 1.648
C: 1.886 4.200 1.137
S: 0.179 3.582 0.800
H: -1.288 4.634 -0.670
H: 0.159 5.612 -0.432
H: 0.999 4.828 -2.486
H: -0.512 3.958 -2.706
H: 2.932 4.068 -1.614
H: 3.359 2.890 -2.844
H: 4.622 2.826 -0.541
H: 4.167 1.306 -1.306
H: 3.853 3.581 1.706
H: 2.569 2.804 2.638
H: 2.246 4.661 0.222
H: 1.765 4.982 1.887
C: -4.806 5.436 -2.413
S: -5.304 5.922 -0.742
C: -5.462 4.490 0.216
C: -4.722 3.303 0.281
S: -3.353 2.823 -0.549
S: -5.287 2.170 1.511
C: -6.549 3.141 2.165
S: -7.505 2.621 3.408
S: -6.742 4.669 1.385
H: -4.541 6.369 -2.907
H: -5.658 4.984 -2.916
H: -3.964 4.761 -2.397
C: 3.859 -0.746 5.616
C: 2.552 -0.641 4.903
C: 1.844 -1.776 4.520
C: 0.675 -1.700 3.784
C: -0.062 -2.955 3.408
C: 0.247 -0.423 3.353
C: -0.705 -0.379 2.286
O: -0.722 0.406 1.316
C: 0.839 0.746 3.902
C: 0.065 2.038 3.896
C: 1.988 0.617 4.645
H: 4.134 -1.780 5.809
H: 3.836 -0.206 6.563
H: 4.644 -0.287 5.009
H: 2.224 -2.750 4.804
H: 0.363 -3.809 3.929
H: -0.008 -3.158 2.337
H: -1.114 -2.877 3.689
H: -1.497 -1.138 2.296
H: -0.675 1.984 4.698
H: -0.479 2.202 2.971
H: 0.688 2.903 4.119
H: 2.448 1.495 5.088
C: 2.447 -4.859 -0.340
O: 2.251 -3.713 0.505
C: 1.541 -2.651 0.196
O: 1.719 -1.626 0.836
C: 0.603 -2.572 -0.968
C: -0.127 -3.538 -1.534
As: -0.844 -3.778 -3.419
C: -2.752 -4.022 -3.063
C: -0.448 -1.853 -3.808
C: -0.750 -0.995 -2.825
As: 0.650 -0.651 -1.506
C: 2.409 -0.727 -2.353
C: -2.120 -1.025 -2.244
O: -3.119 -1.187 -2.887
O: -2.123 -0.816 -0.910
C: -3.406 -0.913 -0.285
C: 0.792 -1.765 -4.626
O: 1.514 -2.712 -4.826
O: 0.970 -0.542 -5.116
C: 2.031 -0.367 -6.074
C: -0.360 -4.894 -0.947
O: -0.389 -5.875 -1.653
O: -0.619 -4.871 0.354
C: -1.028 -6.116 0.974
H: 1.783 -5.668 -0.046
H: 3.472 -5.177 -0.173
H: 2.308 -4.621 -1.394
H: -2.970 -5.076 -3.224
H: -3.316 -3.431 -3.780
H: -3.048 -3.743 -2.054
H: 2.533 -1.640 -2.930
H: 3.135 -0.734 -1.539
H: 2.583 0.132 -2.999
H: -3.289 -0.500 0.713
H: -3.722 -1.955 -0.231
H: -4.147 -0.351 -0.852
H: 2.317 0.679 -6.019
H: 1.656 -0.591 -7.071
H: 2.872 -1.020 -5.851
H: -0.521 -6.173 1.932
H: -0.772 -6.961 0.344
H: -2.105 -6.084 1.126

Values from the calculation:
2S+1: 5
E, eV: -265212.27620
ΔE to the lowest compared entry with this formula, charge and spin, kJ/mol: 0.0
E_LUMO (spin up / spin down), eV: -8.708 / -11.146
Frontier orbital gap (spin up / spin down), Ha: 0.2171 / 0.1282
Net charge: +3
F_max, eV/Å: 1.11
Molar mass, Da: 1194.34


The following is a quantum chemistry calculation of 3 unconnected molecules or ions with the total composition H6O2S in a non-equilibrium geometry, from OMol25.

Cartesian coordinates (Å):
S: -0.037 1.457 -0.937
H: -0.662 0.457 -1.627
H: -1.393 1.416 -0.799
H: 1.950 -0.424 0.751
H: 1.375 -0.413 -0.624
O: 2.017 -0.888 -0.090
H: -0.763 0.010 0.622
H: -1.641 -1.069 1.299
O: -0.845 -0.545 1.405

Values from the calculation:
E, eV: -15026.63911
ΔE to the lowest compared entry with this formula, charge and spin, kJ/mol: 92.8
E_LUMO, eV: 0.314
Frontier orbital gap, Ha: 0.4059
Net charge: 0
F_max, eV/Å: 2.08
Molar mass, Da: 70.11


The following is a quantum chemistry calculation of a molecular structure, C9H21F8HfN8O24S4 in a non-equilibrium geometry, from OMol25.

Cartesian coordinates (Å):
Hf: 15.355 43.726 -8.088
C: 13.852 43.908 -12.803
F: 14.943 43.759 -13.600
F: 13.778 45.172 -12.360
F: 12.786 43.655 -13.638
S: 13.900 42.597 -11.348
O: 14.693 41.473 -11.783
O: 14.544 43.279 -10.198
O: 12.510 42.169 -11.059
C: 19.388 45.115 -10.607
F: 20.034 45.053 -11.783
F: 19.943 44.216 -9.816
F: 19.474 46.333 -10.075
S: 17.538 44.679 -10.956
O: 16.983 45.885 -11.600
O: 17.476 43.417 -11.737
O: 16.933 44.470 -9.585
N: 16.347 45.236 -6.791
S: 17.699 45.587 -6.018
O: 18.088 44.674 -4.949
O: 18.393 46.839 -6.273
F: 18.336 44.702 -7.161
S: 15.630 46.402 -5.676
O: 15.551 47.832 -6.016
O: 15.428 45.910 -4.326
F: 14.198 45.956 -6.247
C: 17.262 40.117 -10.847
N: 17.536 41.151 -9.693
O: 18.675 41.365 -9.197
O: 16.600 41.831 -9.305
H: 17.499 40.597 -11.796
H: 16.220 39.836 -10.693
H: 18.080 39.429 -10.634
C: 22.121 47.386 -13.490
N: 21.822 48.487 -12.563
O: 20.889 48.295 -11.849
O: 22.413 49.528 -12.669
H: 22.003 47.769 -14.504
H: 21.417 46.610 -13.189
H: 23.088 46.926 -13.283
C: 22.532 42.994 -12.663
N: 23.077 43.692 -11.495
O: 23.575 44.792 -11.641
O: 22.966 43.135 -10.393
H: 21.451 43.112 -12.743
H: 22.819 41.946 -12.585
H: 23.012 43.430 -13.539
C: 14.373 47.608 -10.797
N: 14.853 46.833 -9.636
O: 14.351 45.759 -9.315
O: 15.757 47.286 -8.969
H: 13.441 47.108 -11.062
H: 15.135 47.608 -11.576
H: 14.249 48.644 -10.481
C: 18.315 47.201 -13.947
N: 19.097 48.279 -14.598
O: 19.097 49.384 -14.146
O: 19.736 48.025 -15.649
H: 17.728 47.616 -13.128
H: 19.122 46.578 -13.561
H: 17.703 46.812 -14.760
C: 17.376 41.630 -14.523
N: 18.700 40.950 -14.800
O: 19.758 41.383 -14.322
O: 18.632 39.926 -15.476
H: 17.525 41.839 -13.463
H: 16.503 40.983 -14.605
H: 17.351 42.563 -15.086
C: 22.249 46.657 -8.188
N: 22.344 48.037 -8.645
O: 21.389 48.765 -8.328
O: 23.451 48.373 -9.154
H: 21.310 46.253 -8.566
H: 22.253 46.662 -7.098
H: 23.086 45.982 -8.364

Values from the calculation:
E, eV: -137086.03368
ΔE to the lowest compared entry with this formula, charge and spin, kJ/mol: 608.4
E_LUMO, eV: -8.398
Frontier orbital gap, Ha: 0.1489
Net charge: +1
F_max, eV/Å: 11.88
Molar mass, Da: 1084.04